1.
C54H39BF6I4MnN4O3 as an isolated structure at a distorted geometry, computed with ωB97M-V with the def2-TZVPD basis set.

XYZ file:
```
112
Properties=species:S:1:pos:R:3:lowdin_spin:R:1
Mn -0.022 -0.256 0.306 2.83
I 5.692 -0.471 8.272 0.00
C 4.562 -0.412 6.474 0.01
C 3.243 -0.827 6.489 0.00
C 2.509 -0.756 5.325 0.01
C 3.068 -0.288 4.129 0.02
C 4.413 0.087 4.142 0.01
C 5.155 0.035 5.308 0.00
C 2.214 -0.257 2.940 0.14
C 2.110 0.909 2.148 0.02
C 2.931 2.063 2.286 0.09
C 2.579 2.922 1.285 0.02
C 1.506 2.322 0.571 0.10
C 0.711 3.089 -0.308 -0.05
C 1.246 4.430 -0.662 -0.01
C 2.212 4.498 -1.663 0.00
C 2.790 5.705 -2.011 0.00
C 2.401 6.851 -1.346 0.00
I 3.298 8.707 -1.861 0.00
C 1.442 6.814 -0.354 0.00
C 0.869 5.600 -0.013 0.00
C -0.574 2.755 -0.696 0.10
N -1.064 1.406 -0.765 0.02
C -2.485 1.534 -0.562 0.02
C -3.337 0.472 -0.389 0.07
C -4.775 0.792 -0.211 0.01
C -5.198 1.201 1.050 0.00
C -6.512 1.559 1.283 0.00
C -7.412 1.507 0.236 0.00
I -9.430 2.068 0.577 0.00
C -7.024 1.093 -1.024 0.00
C -5.704 0.735 -1.243 0.00
C -2.931 -0.882 -0.231 0.08
C -3.800 -1.991 -0.366 0.05
C -3.061 -3.113 -0.089 0.08
C -1.764 -2.668 0.271 0.05
N -1.685 -1.298 0.153 0.01
C -0.791 -3.469 0.899 0.09
C 0.263 -2.936 1.631 0.01
C 1.117 -3.655 2.528 -0.02
C 1.880 -2.735 3.170 -0.01
C 1.536 -1.450 2.634 -0.01
N 0.565 -1.592 1.691 0.07
C -0.950 -4.936 0.905 0.01
C -1.260 -5.612 2.083 0.01
C -1.317 -6.992 2.115 0.00
C -1.061 -7.701 0.958 0.00
I -1.104 -9.822 1.016 0.00
C -0.770 -7.057 -0.229 0.00
C -0.723 -5.674 -0.252 0.00
C -2.825 2.908 -0.673 0.08
C -1.673 3.636 -0.803 -0.01
N 1.231 1.083 1.107 0.00
H 2.791 -1.197 7.397 0.00
H 1.473 -1.059 5.329 0.00
H 4.896 0.387 3.225 0.00
H 6.193 0.335 5.298 0.00
H 3.671 2.230 3.045 0.01
H 2.979 3.901 1.092 0.00
H 2.517 3.589 -2.159 0.00
H 3.550 5.744 -2.777 0.00
H 1.160 7.715 0.169 0.00
H 0.141 5.564 0.783 0.00
H -4.479 1.237 1.855 0.00
H -6.825 1.871 2.268 0.00
H -7.738 1.051 -1.832 0.00
H -5.393 0.407 -2.223 0.00
H -4.832 -1.938 -0.661 0.00
H -3.397 -4.132 -0.081 0.00
H 1.142 -4.719 2.651 0.00
H 2.638 -2.915 3.908 0.00
H -1.455 -5.045 2.980 0.00
H -1.549 -7.506 3.035 0.00
H -0.572 -7.621 -1.127 0.00
H -0.474 -5.159 -1.166 0.00
H -3.829 3.284 -0.619 0.01
H -1.588 4.704 -0.859 0.00
C 3.535 -0.857 -0.239 0.00
C 2.603 -1.045 -1.455 0.01
O 1.339 -0.640 -1.301 0.07
C 2.638 -2.560 -1.814 0.00
F 3.866 -2.997 -2.169 0.00
F 2.267 -3.318 -0.776 0.00
F 1.830 -2.889 -2.830 0.00
C 3.268 -0.283 -2.642 0.00
F 3.101 1.038 -2.519 0.00
F 2.779 -0.620 -3.846 0.00
F 4.601 -0.475 -2.735 0.00
H 3.035 -1.270 0.633 0.00
H 3.700 0.207 -0.084 0.00
H 4.486 -1.362 -0.395 0.00
C 0.359 0.959 -5.448 0.00
C -0.756 1.132 -4.421 0.00
C -1.686 2.255 -4.905 0.00
O -0.234 1.563 -3.156 0.00
B -0.894 0.887 -2.169 0.01
O -1.686 -0.107 -2.647 0.00
C -1.524 -0.196 -4.064 0.00
C -2.916 -0.323 -4.683 0.00
C -0.718 -1.463 -4.358 0.00
H 0.814 1.925 -5.651 0.00
H -0.056 0.568 -6.374 0.00
H 1.130 0.291 -5.091 0.00
H -1.108 3.172 -4.977 0.00
H -2.486 2.424 -4.189 0.00
H -2.104 2.021 -5.880 0.00
H -3.560 0.493 -4.370 0.00
H -3.359 -1.252 -4.335 0.00
H -2.857 -0.341 -5.767 0.00
H 0.240 -1.411 -3.850 0.00
H -0.570 -1.593 -5.427 0.00
H -1.253 -2.322 -3.957 0.00
```

Summary:
- net charge = -1
- total energy (Ha) = -5492.04569
- HOMO energy (spin up / spin down) (Ha) = -0.1157 / -0.1626
- spin multiplicity = 5
- LUMO energy (spin up / spin down) (Eh) = 0.05355 / 0.03894
- <S²> = 6.125

=====

2.
A 8-piece molecular cluster, C54H39F3IN2O16S overall at a distorted geometry, computed with ωB97M-V with the def2-TZVPD basis set.

XYZ file:
```
116
Properties=species:S:1:pos:R:3:lowdin_charge:R:1
C 4.752 -1.343 2.507 -0.03
C 3.706 -0.299 2.201 -0.25
C 3.295 -0.084 0.908 -0.03
C 2.347 0.850 0.575 -0.03
C 1.808 1.608 1.582 -0.24
C 0.735 2.661 1.342 -0.05
N -0.545 2.111 1.870 -0.04
C -1.092 1.055 1.198 0.03
C -2.212 0.717 1.889 -0.24
S -3.334 -0.604 1.516 0.78
O -4.449 -0.057 0.821 -0.24
O -3.721 -1.213 2.748 -0.25
C -2.518 -1.948 0.497 -0.66
F -2.668 -3.112 1.080 0.20
F -3.147 -1.963 -0.667 0.17
F -1.214 -1.729 0.288 0.15
N -2.307 1.601 2.920 0.12
C -1.280 2.456 2.915 -0.68
I -0.894 3.995 4.259 1.14
C 2.207 1.417 2.886 -0.04
C 3.155 0.478 3.198 -0.02
H 4.243 -2.303 2.644 0.08
H 5.462 -1.471 1.684 0.08
H 5.340 -1.071 3.384 0.08
H 3.770 -0.707 0.146 0.09
H 2.033 0.969 -0.459 0.13
H 0.995 3.610 1.799 0.08
H 0.594 2.759 0.263 0.14
H -0.731 0.576 0.302 0.15
H -3.047 1.634 3.612 0.18
H 1.756 2.016 3.676 0.10
H 3.437 0.387 4.243 0.13
C -3.176 1.315 -5.166 0.03
C -4.434 1.273 -5.598 0.04
C -5.553 0.976 -4.671 -0.38
O -6.701 0.933 -5.061 0.09
C -5.217 0.729 -3.246 0.03
C -3.959 0.773 -2.822 0.01
C -2.842 1.070 -3.747 -0.38
O -1.694 1.109 -3.344 0.08
H -2.344 1.530 -5.826 0.12
H -4.696 1.450 -6.632 0.10
H -6.046 0.513 -2.582 0.13
H -3.695 0.595 -1.787 0.09
C 4.884 -3.431 -4.141 0.03
C 5.434 -2.545 -3.315 0.02
C 4.901 -2.332 -1.949 -0.38
O 5.402 -1.521 -1.195 0.09
C 3.731 -3.146 -1.535 0.01
C 3.180 -4.033 -2.360 0.03
C 3.714 -4.246 -3.730 -0.38
O 3.213 -5.053 -4.479 0.12
H 5.259 -3.600 -5.142 0.13
H 6.288 -1.942 -3.596 0.12
H 3.356 -2.978 -0.533 0.11
H 2.326 -4.636 -2.078 0.12
C -0.952 3.507 -9.728 0.02
C -2.154 3.555 -9.160 0.02
C -3.017 2.352 -9.085 -0.38
O -4.115 2.396 -8.567 0.08
C -2.491 1.093 -9.665 0.02
C -1.289 1.044 -10.234 0.03
C -0.424 2.247 -10.309 -0.38
O 0.672 2.203 -10.824 0.12
H -0.307 4.374 -9.793 0.12
H -2.556 4.464 -8.730 0.12
H -3.137 0.226 -9.600 0.12
H -0.888 0.135 -10.664 0.12
C -2.512 0.285 8.168 0.03
C -1.617 0.451 7.197 0.01
C -0.407 1.283 7.399 -0.40
O 0.408 1.435 6.509 0.04
C -0.227 1.922 8.723 0.02
C -1.120 1.759 9.697 0.03
C -2.333 0.927 9.497 -0.38
O -3.145 0.775 10.380 0.13
H -3.402 -0.318 8.041 0.13
H -1.729 -0.010 6.223 0.11
H 0.664 2.524 8.850 0.12
H -1.006 2.218 10.670 0.13
C 4.236 6.791 1.949 0.03
C 4.735 7.642 2.841 0.03
C 4.107 7.813 4.175 -0.38
O 4.554 8.587 4.989 0.13
C 2.903 6.995 4.474 0.03
C 2.406 6.142 3.581 0.00
C 3.037 5.977 2.250 -0.37
O 2.585 5.200 1.433 0.09
H 4.678 6.652 0.971 0.13
H 5.611 8.246 2.641 0.13
H 2.461 7.133 5.452 0.12
H 1.522 5.540 3.796 0.02
C -5.840 -4.081 -4.593 0.02
C -6.886 -4.817 -4.224 0.02
C -8.205 -4.195 -3.945 -0.38
O -9.156 -4.865 -3.607 0.11
C -8.312 -2.722 -4.095 0.03
C -7.266 -1.986 -4.464 0.03
C -5.950 -2.610 -4.741 -0.37
O -4.993 -1.938 -5.078 0.10
H -4.870 -4.515 -4.800 0.12
H -6.827 -5.892 -4.111 0.12
H -9.282 -2.287 -3.888 0.13
H -7.320 -0.907 -4.581 0.09
C 5.247 -5.067 3.336 0.01
C 4.659 -6.260 3.364 0.02
C 4.478 -7.000 4.638 -0.39
O 3.943 -8.087 4.662 0.12
C 4.977 -6.358 5.879 0.02
C 5.566 -5.165 5.851 0.02
C 5.746 -4.425 4.578 -0.38
O 6.280 -3.336 4.551 0.10
H 5.390 -4.512 2.417 0.11
H 4.288 -6.744 2.469 0.12
H 4.836 -6.913 6.797 0.12
H 5.938 -4.680 6.745 0.12
```

Summary:
- net charge = +1
- total energy (Ha) = -4389.45712
- HOMO energy (Ha) = -0.4237
- LUMO energy (Eh) = -0.13961

=====

3.
C54H40As2F3N6S2Sc as an isolated structure, computed with ωB97M-V with the def2-TZVPD basis set.

XYZ file:
```
108
Properties=species:S:1:pos:R:3:lowdin_charge:R:1
Sc 0.495 0.231 -0.573 0.77
S 5.937 -1.566 0.425 1.06
C 7.457 -2.004 1.054 -0.36
C 7.602 -1.625 2.356 -0.15
C 6.458 -0.958 2.851 -0.10
C 5.459 -0.858 1.917 -0.48
C 4.171 -0.187 2.061 -0.16
C 3.223 -0.248 1.020 -0.08
N 2.058 0.378 1.046 0.03
C 1.749 1.135 2.129 -0.15
C 2.607 1.245 3.225 -0.11
C 2.220 2.074 4.337 0.02
C 1.053 2.750 4.328 0.01
C 0.154 2.653 3.208 -0.12
C -1.071 3.329 3.151 0.08
C -1.915 3.176 2.064 -0.18
C -1.483 2.313 1.040 -0.12
N -0.317 1.683 1.049 0.01
C 0.503 1.843 2.119 -0.17
C -3.191 3.881 1.951 -0.48
C -3.803 4.655 2.899 -0.10
C -5.021 5.217 2.445 -0.15
C -5.307 4.865 1.162 -0.37
S -4.107 3.852 0.494 1.06
C 3.828 0.557 3.174 0.09
H 8.171 -2.507 0.426 0.08
H 8.495 -1.803 2.933 0.11
H 6.389 -0.570 3.855 0.11
H 3.424 -0.834 0.133 0.07
H 2.893 2.151 5.180 0.13
H 0.771 3.377 5.162 0.13
H -1.344 3.977 3.973 0.13
H -2.112 2.139 0.172 0.08
H -3.412 4.821 3.890 0.12
H -5.653 5.853 3.044 0.12
H -6.160 5.149 0.571 0.08
H 4.511 0.650 4.008 0.13
C -1.409 -3.270 -1.086 -0.39
C -1.825 -2.966 0.341 -0.40
As -0.605 -1.729 1.247 1.27
C -1.418 -1.626 2.987 -0.38
C -1.791 -0.406 3.536 -0.10
C -2.407 -0.358 4.780 -0.06
C -2.650 -1.531 5.477 -0.05
C -2.283 -2.753 4.931 -0.05
C -1.671 -2.806 3.689 -0.11
C 1.036 -2.720 1.507 -0.38
C 1.524 -3.004 2.777 -0.09
C 2.765 -3.613 2.922 -0.05
C 3.521 -3.941 1.808 -0.06
C 3.040 -3.654 0.537 -0.08
C 1.809 -3.034 0.388 -0.15
As -0.944 -1.653 -2.092 1.25
C -2.632 -0.745 -2.373 -0.38
C -3.194 -0.609 -3.637 -0.09
C -4.357 0.133 -3.802 -0.05
C -4.962 0.740 -2.713 -0.05
C -4.402 0.612 -1.449 -0.08
C -3.235 -0.118 -1.281 -0.14
C -0.436 -2.348 -3.806 -0.39
C -1.259 -3.282 -4.438 -0.11
C -0.893 -3.798 -5.671 -0.05
C 0.288 -3.386 -6.275 -0.05
C 1.107 -2.460 -5.649 -0.05
C 0.748 -1.939 -4.411 -0.11
H -2.203 -3.793 -1.626 0.08
H -0.517 -3.902 -1.121 0.07
H -1.897 -3.879 0.937 0.08
H -2.804 -2.479 0.372 0.07
H -1.625 0.513 2.997 0.07
H -2.703 0.594 5.200 0.11
H -3.128 -1.497 6.446 0.12
H -2.473 -3.669 5.474 0.12
H -1.380 -3.768 3.283 0.11
H 0.947 -2.752 3.660 0.10
H 3.137 -3.835 3.914 0.12
H 4.485 -4.415 1.929 0.12
H 3.629 -3.901 -0.336 0.11
H 1.472 -2.793 -0.621 0.08
H -2.732 -1.076 -4.499 0.10
H -4.793 0.229 -4.787 0.12
H -5.872 1.307 -2.848 0.12
H -4.876 1.076 -0.594 0.09
H -2.811 -0.206 -0.281 0.07
H -2.189 -3.606 -3.984 0.11
H -1.529 -4.522 -6.161 0.12
H 0.569 -3.793 -7.236 0.12
H 2.029 -2.144 -6.117 0.12
H 1.399 -1.227 -3.920 0.06
N 2.052 -0.032 -1.847 0.01
C 3.110 0.153 -2.363 -0.30
N 4.133 0.325 -3.026 0.14
C 5.401 0.356 -2.654 -0.35
N 6.514 0.395 -2.369 0.15
F -1.904 5.892 -4.445 0.17
C -1.707 4.670 -4.941 -0.59
F -2.884 4.199 -5.380 0.17
F -0.884 4.764 -5.990 0.18
C -1.134 3.728 -3.900 -0.06
C -0.855 2.419 -4.260 0.05
C -0.375 1.561 -3.292 -0.11
N -0.179 1.932 -2.016 -0.01
C -0.400 3.216 -1.700 -0.09
C -0.880 4.144 -2.608 0.05
H -1.007 2.066 -5.270 0.14
H -0.118 0.539 -3.548 0.07
H -0.174 3.515 -0.687 0.11
H -1.047 5.166 -2.302 0.14
```

Summary:
- net charge = +2
- total energy (Ha) = -8738.24884
- HOMO energy (Ha) = -0.4626
- LUMO energy (Eh) = -0.21946

=====

4.
C54H41Cl5F2N10O2PbS3 as an isolated structure, computed with ωB97M-V with the def2-TZVPD basis set.

XYZ file:
```
118
Properties=species:S:1:pos:R:3:lowdin_charge:R:1
Pb 0.491 0.711 0.730 1.26
Cl 2.441 1.649 3.052 0.63
C 2.861 -0.025 2.675 -0.70
C 2.077 -0.678 1.748 -0.41
C 2.459 -1.961 1.410 -0.70
Cl 1.538 -2.798 0.185 0.70
C 3.562 -2.591 1.980 -0.71
Cl 3.999 -4.188 1.531 0.71
C 4.321 -1.897 2.928 -0.70
Cl 5.686 -2.644 3.648 0.72
C 3.975 -0.592 3.284 -0.71
Cl 4.907 0.280 4.429 0.71
N -3.414 -0.926 -1.762 0.10
N -4.648 -0.735 -1.099 0.05
C -4.777 -0.193 0.087 -0.34
N -5.924 -0.239 0.763 0.23
N -3.645 0.480 0.492 0.22
N -3.557 0.825 1.706 -0.26
O -4.266 0.594 2.651 0.15
O -2.400 1.527 1.884 0.01
H -2.728 -0.228 -1.438 0.02
H -3.590 -0.721 -2.743 0.09
H -5.420 -1.250 -1.496 0.17
H -6.721 -0.737 0.402 0.14
H -5.952 0.088 1.716 0.11
F -0.587 3.855 5.521 0.11
C -0.848 2.690 4.937 -0.25
C -1.579 2.692 3.760 0.09
C -1.815 1.470 3.174 -0.22
C -1.379 0.251 3.688 -0.06
C -0.661 0.339 4.877 -0.21
F -0.197 -0.789 5.417 0.12
C -0.378 1.530 5.515 0.10
C -1.652 -1.063 3.044 -0.24
C -2.256 -2.082 3.767 0.01
C -2.519 -3.285 3.132 -0.02
C -2.185 -3.421 1.794 -0.03
C -1.588 -2.351 1.150 -0.16
N -1.318 -1.194 1.757 0.05
H -1.933 3.613 3.319 0.15
H 0.201 1.547 6.428 0.15
H -2.512 -1.929 4.806 0.13
H -2.977 -4.101 3.674 0.12
H -2.365 -4.342 1.258 0.12
H -1.304 -2.420 0.108 0.09
N 1.907 0.421 -1.012 -0.42
S 2.658 0.753 -2.205 0.77
N 2.262 2.067 -3.123 -0.35
S 1.265 2.099 -4.302 0.88
N -0.201 1.616 -4.180 -0.35
S -1.122 1.880 -2.813 0.71
N -1.025 0.947 -1.707 -0.35
C -2.723 1.941 -3.614 -0.34
C -3.772 2.363 -2.802 -0.09
C -5.067 2.323 -3.290 -0.07
C -5.313 1.841 -4.572 -0.06
C -4.261 1.416 -5.370 -0.06
C -2.954 1.473 -4.897 -0.06
C -0.834 3.612 -2.451 -0.33
C -0.049 3.889 -1.343 -0.09
C 0.233 5.208 -1.018 -0.05
C -0.273 6.235 -1.801 -0.06
C -1.055 5.948 -2.914 -0.05
C -1.340 4.633 -3.246 -0.07
C 1.866 1.206 -5.710 -0.32
C 1.176 0.122 -6.222 -0.06
C 1.718 -0.552 -7.307 -0.06
C 2.919 -0.135 -7.860 -0.05
C 3.599 0.957 -7.331 -0.04
C 3.074 1.637 -6.248 -0.06
C 1.352 3.788 -4.842 -0.33
C 0.622 4.103 -5.982 -0.06
C 0.671 5.398 -6.465 -0.05
C 1.437 6.355 -5.807 -0.05
C 2.154 6.022 -4.668 -0.05
C 2.122 4.724 -4.175 -0.06
C 2.676 -0.613 -3.347 -0.31
C 3.736 -0.869 -4.202 -0.05
C 3.658 -1.967 -5.047 -0.06
C 2.535 -2.782 -5.028 -0.06
C 1.479 -2.507 -4.168 -0.06
C 1.545 -1.418 -3.313 -0.09
C 4.362 1.140 -1.898 -0.31
C 5.121 1.982 -2.698 -0.08
C 6.451 2.195 -2.370 -0.05
C 7.003 1.572 -1.258 -0.05
C 6.232 0.734 -0.465 -0.04
C 4.901 0.512 -0.781 -0.04
H -3.566 2.730 -1.803 0.12
H -5.886 2.682 -2.679 0.11
H -6.325 1.814 -4.954 0.11
H -4.453 1.053 -6.371 0.11
H -2.127 1.159 -5.517 0.10
H 0.342 3.073 -0.750 0.03
H 0.846 5.430 -0.154 0.11
H -0.060 7.265 -1.546 0.12
H -1.447 6.751 -3.524 0.12
H -1.948 4.411 -4.114 0.12
H 0.248 -0.194 -5.766 0.11
H 1.197 -1.406 -7.720 0.12
H 3.330 -0.661 -8.712 0.12
H 4.534 1.281 -7.768 0.12
H 3.590 2.495 -5.834 0.12
H 0.031 3.347 -6.485 0.12
H 0.118 5.662 -7.356 0.12
H 1.476 7.366 -6.190 0.12
H 2.748 6.771 -4.161 0.12
H 2.676 4.442 -3.291 0.11
H 4.617 -0.240 -4.202 0.12
H 4.483 -2.192 -5.710 0.12
H 2.487 -3.644 -5.681 0.12
H 0.612 -3.154 -4.151 0.11
H 0.745 -1.187 -2.619 0.09
H 4.675 2.470 -3.554 0.09
H 7.056 2.852 -2.980 0.11
H 8.041 1.744 -1.007 0.12
H 6.665 0.255 0.404 0.12
H 4.276 -0.127 -0.168 0.10
```

Summary:
- net charge = +2
- total energy (Ha) = -6667.67358
- HOMO energy (Ha) = -0.4544
- LUMO energy (Eh) = -0.21669
- energy relative to the best compared isomer or geometry (same formula, charge and spin) (kJ/mol) = 95.6